# 1
A cluster of 2 separate species, C3H7NS in total, computed with ωB97M-V/def2-TZVPD.

Calculated values
SMILES = [H]/N=C\C.C=S
DFT total energy = -15547.66565 eV
Energy relative to the best compared isomer or geometry (same formula, charge and spin) = 45.6 kcal per mole
Net charge = 0
LUMO = -0.58 eV
2S+1 = 1

Last column: Löwdin charge in e.
CARTESIAN COORDINATES (ANGSTROEM)
H1 2.357 1.233 -0.174  0.0544
N1 1.780 1.022 -1.031  0.0415
C1 1.109 -0.094 -0.897  -0.3074
C2 1.233 -0.989 0.272  -0.1025
H2 0.351 -0.139 -1.730  0.1064
H3 0.872 -0.527 1.136  0.0531
H4 2.275 -1.126 0.445  0.0654
H5 0.769 -2.001 0.166  0.0908
C3 -2.592 0.682 0.367  -0.5675
S1 -3.749 0.783 1.512  0.5941
H6 -2.459 -0.289 -0.063  -0.0231
H7 -1.945 1.445 -0.005  -0.0053

***

# 2
A cluster of 2 separate species, C2H6IO in total, computed with ωB97M-V/def2-TZVPD.

Calculated values
DFT total energy = -12321.51609 eV
Energy relative to the best compared isomer or geometry (same formula, charge and spin) = 11.5 kcal per mole
Net charge = -1
LUMO = 3.03 eV
2S+1 = 1

Last column: Löwdin charge in e.
CARTESIAN COORDINATES (ANGSTROEM)
I1 3.808 -2.410 -4.086  -0.9998
C1 -1.034 0.851 -0.072  -0.0975
C2 -0.234 -0.257 0.581  -0.3475
O1 0.346 0.302 1.716  -0.0796
H1 -1.826 1.158 0.610  0.0703
H2 -1.389 0.436 -1.016  0.0727
H3 -0.452 1.727 -0.358  0.0731
H4 0.504 -0.655 -0.116  0.1201
H5 -0.925 -1.052 0.859  0.1039
H6 1.203 -0.100 1.881  0.0842

***

# 3
A structure of composition C28H59AlFN2O12S5, computed with ωB97M-V/def2-TZVPD.

Calculated values
DFT total energy = -121034.25196 eV
Energy relative to the best compared isomer or geometry (same formula, charge and spin) = 0.0 kcal per mole
Net charge = -1
LUMO = 1.63 eV
2S+1 = 1

Last column: Löwdin charge in e.
CARTESIAN COORDINATES (ANGSTROEM)
N1 -4.347 5.384 1.020  -0.0030
C1 -3.209 5.298 0.097  -0.2597
C2 -3.502 4.433 -1.108  -0.4388
O1 -2.792 5.062 -2.210  -0.1011
C3 -3.029 2.991 -0.972  -0.1932
Al1 -3.711 2.054 0.711  0.3476
C4 -3.726 0.024 0.543  -0.2405
C5 -4.255 -0.564 1.809  -0.3260
F1 -4.490 -1.932 1.658  -0.0918
C6 -2.736 2.541 2.432  -0.2193
C7 -1.254 2.117 2.524  -0.2085
C8 -0.407 2.468 1.350  -0.5845
N2 -0.192 1.394 0.482  0.1517
O2 0.080 3.535 1.184  0.0809
H1 -4.892 4.528 1.012  -0.0129
H2 -4.012 5.539 1.958  0.0506
H3 -3.043 6.303 -0.289  0.0980
H4 -2.278 5.010 0.585  0.1030
H5 -4.554 4.455 -1.378  0.1315
H6 -2.276 4.384 -2.661  0.0691
H7 -1.949 2.956 -1.118  0.0405
H8 -3.476 2.466 -1.823  0.0561
H9 -5.260 2.532 0.899  -0.0322
H10 -4.445 -0.243 -0.236  0.0536
H11 -2.759 -0.422 0.306  0.0310
H12 -3.537 -0.391 2.605  0.0940
H13 -5.168 -0.044 2.078  0.0904
H14 -2.835 3.615 2.568  0.0294
H15 -3.241 2.046 3.260  0.0461
H16 -1.213 1.053 2.746  0.0949
H17 -0.805 2.608 3.380  0.0956
H18 -1.004 0.785 0.545  0.0685
H19 -0.102 1.769 -0.457  0.0956
C9 -0.856 8.270 -4.008  -0.2154
C10 -0.402 8.982 -5.289  -0.2230
C11 0.082 7.904 -6.264  -0.2292
S1 -0.832 6.410 -5.850  0.6622
O3 0.103 5.426 -5.364  -0.3234
O4 -1.756 6.107 -6.915  -0.3335
C12 -1.720 7.098 -4.462  -0.2226
H20 -1.409 8.937 -3.348  0.1162
H21 0.014 7.900 -3.461  0.1212
H22 -1.247 9.520 -5.725  0.1130
H23 0.383 9.712 -5.091  0.1085
H24 -0.119 8.166 -7.300  0.0966
H25 1.142 7.691 -6.136  0.0997
H26 -1.855 6.340 -3.693  0.0760
H27 -2.689 7.439 -4.825  0.1135
C13 4.825 -0.394 -0.024  -0.2196
C14 3.512 0.374 0.175  -0.2010
C15 2.376 -0.655 0.192  -0.2079
S2 3.094 -2.184 0.799  0.7172
O5 3.062 -3.174 -0.254  -0.3247
O6 2.584 -2.478 2.117  -0.3631
C16 4.770 -1.570 0.946  -0.2219
H28 5.695 0.235 0.162  0.1138
H29 4.888 -0.761 -1.051  0.1160
H30 3.540 0.906 1.128  0.1223
H31 3.354 1.115 -0.606  0.1185
H32 1.567 -0.352 0.851  0.0744
H33 1.989 -0.842 -0.807  0.1110
H34 5.472 -2.366 0.707  0.1056
H35 4.911 -1.241 1.975  0.1038
C17 -2.232 -6.166 1.059  -0.2196
C18 -0.721 -6.304 1.302  -0.2114
C19 -0.073 -4.969 0.921  -0.2243
S3 -1.329 -3.715 1.178  0.6612
O7 -1.672 -3.140 -0.095  -0.3094
O8 -0.937 -2.898 2.302  -0.3238
C20 -2.635 -4.828 1.674  -0.2273
H36 -2.790 -6.992 1.500  0.1102
H37 -2.433 -6.157 -0.014  0.1177
H38 -0.541 -6.514 2.359  0.1148
H39 -0.289 -7.123 0.727  0.1029
H40 0.791 -4.742 1.540  0.0951
H41 0.208 -4.946 -0.129  0.0862
H42 -3.589 -4.448 1.317  0.1008
H43 -2.635 -4.876 2.763  0.1093
C21 2.219 -5.613 -4.253  -0.2187
C22 3.562 -5.032 -3.791  -0.2096
C23 3.744 -5.415 -2.318  -0.2173
S4 2.837 -6.948 -2.084  0.6713
O9 1.741 -6.695 -1.184  -0.3160
O10 3.762 -8.030 -1.859  -0.3295
C24 2.191 -7.053 -3.748  -0.2331
H44 2.108 -5.568 -5.336  0.1129
H45 1.399 -5.046 -3.807  0.1216
H46 4.369 -5.463 -4.388  0.1131
H47 3.600 -3.951 -3.921  0.1139
H48 4.788 -5.580 -2.063  0.1047
H49 3.314 -4.667 -1.653  0.0576
H50 1.194 -7.487 -3.725  0.1056
H51 2.864 -7.689 -4.323  0.1044
C25 2.675 -1.933 5.849  -0.2167
C26 2.331 -2.063 4.359  -0.2493
C27 0.949 -1.433 4.147  -0.2153
S5 0.775 -0.177 5.417  0.6698
O11 -0.283 -0.563 6.317  -0.3215
O12 0.815 1.133 4.821  -0.3211
C28 2.342 -0.494 6.226  -0.2386
H52 3.722 -2.165 6.046  0.1086
H53 2.061 -2.623 6.433  0.1157
H54 3.074 -1.528 3.764  0.0964
H55 2.339 -3.102 4.032  0.1099
H56 0.862 -0.969 3.168  0.0845
H57 0.152 -2.158 4.281  0.0906
H58 2.238 -0.337 7.297  0.1010
H59 3.072 0.202 5.814  0.1019

***

# 4
A structure of composition CHCl2F2P, computed with ωB97M-V/def2-TZVPD.

Calculated values
DFT total energy = -40818.35595 eV
Energy relative to the best compared isomer or geometry (same formula, charge and spin) = 118.9 kcal per mole
Net charge = 0
LUMO (spin up / spin down) = -3.17 / -3.17 eV
2S+1 = 1

Last column: Löwdin charge in e.
CARTESIAN COORDINATES (ANGSTROEM)
C1 -0.150 -0.571 -0.168  -1.2918
F1 2.418 0.744 -0.044  -0.6071
F2 -0.585 1.636 1.126  -0.2809
P1 -0.503 1.254 -0.382  1.0808
Cl1 0.525 -1.612 -1.465  0.5649
Cl2 -1.917 -0.997 0.057  0.5004
H1 0.211 -0.455 0.876  0.0337

***

# 5
A cluster of 4 separate species, C3H14O3S in total, computed with ωB97M-V/def2-TZVPD.

Calculated values
SMILES = CCSC.O.O.O
DFT total energy = -20315.26126 eV
Energy relative to the best compared isomer or geometry (same formula, charge and spin) = 22.5 kcal per mole
Net charge = 0
LUMO = 0.52 eV
2S+1 = 1

Last column: Löwdin charge in e.
CARTESIAN COORDINATES (ANGSTROEM)
C1 2.583 1.363 -3.219  -0.1553
C2 1.052 1.125 -3.250  -0.6051
S1 0.227 1.090 -1.671  0.8020
C3 0.457 -0.579 -1.043  -0.4386
H1 2.927 1.487 -4.242  0.0650
H2 2.729 2.254 -2.612  0.0604
H3 3.080 0.526 -2.732  0.0625
H4 0.499 1.968 -3.681  0.0502
H5 0.888 0.351 -4.008  0.0766
H6 0.115 -1.354 -1.726  0.0262
H7 -0.172 -0.700 -0.159  0.0286
H8 1.468 -0.774 -0.689  0.0316
O1 1.222 -4.870 -1.359  -0.0680
H9 1.037 -4.022 -1.758  0.0105
H10 0.463 -5.472 -1.526  0.0533
O2 -1.631 2.641 5.882  -0.0809
H11 -1.820 1.896 6.490  0.0350
H12 -2.338 2.383 5.271  0.0113
O3 -4.012 0.485 5.165  -0.0476
H13 -4.971 0.545 5.267  0.0459
H14 -3.804 -0.343 5.600  0.0365

***

# 6
A structure of composition C30H48P2Ru, computed with ωB97M-V/def2-TZVPD.

Calculated values
DFT total energy = -53038.43801 eV
Energy relative to the best compared isomer or geometry (same formula, charge and spin) = 0.0 kcal per mole
Net charge = +1
⟨S²⟩ = 8.77
LUMO (spin up / spin down) = -1.74 / -4.87 eV
2S+1 = 6

Last column: Löwdin charge in e.
CARTESIAN COORDINATES (ANGSTROEM)
Ru1 -0.145 -0.323 -0.489  1.0513
C1 0.631 -0.898 1.833  -0.2786
C2 0.490 0.498 2.095  -0.2382
C3 -1.546 -0.256 1.253  -0.3321
C4 -0.624 -1.403 1.315  -0.3625
C5 -0.832 0.890 1.765  -0.2628
C6 1.786 -1.752 2.203  -0.0399
H1 2.724 -1.186 2.217  0.0626
H2 1.889 -2.591 1.505  0.0739
H3 1.649 -2.177 3.211  0.1062
C7 -1.005 -2.841 1.323  -0.0214
H4 -0.123 -3.475 1.192  0.0825
H5 -1.706 -3.082 0.523  0.0576
H6 -1.470 -3.108 2.284  0.1073
C8 -3.030 -0.315 1.172  -0.0214
H7 -3.450 -0.607 2.148  0.1094
H8 -3.375 -1.036 0.434  0.0531
H9 -3.449 0.660 0.902  0.0785
C9 -1.429 2.230 1.977  -0.0380
H10 -1.896 2.309 2.972  0.1068
H11 -2.212 2.432 1.235  0.0676
H12 -0.675 3.024 1.913  0.0692
C10 1.553 1.414 2.588  -0.0278
H13 1.458 1.625 3.664  0.1019
H14 1.501 2.380 2.064  0.0743
H15 2.549 0.988 2.421  0.0656
C11 5.905 0.708 -4.528  -0.1086
C12 6.578 0.882 -3.379  -0.1192
C13 7.266 2.135 -2.914  -0.1884
C14 6.775 3.459 -3.535  -0.1987
C15 5.304 3.736 -3.344  -0.1018
C16 4.282 3.345 -4.102  -0.1362
C17 4.347 2.555 -5.381  -0.1867
C18 5.630 1.724 -5.603  -0.1997
H16 8.349 2.056 -3.106  0.1214
H17 7.090 3.516 -4.582  0.0981
H18 7.163 2.200 -1.820  0.1086
H19 6.475 2.393 -5.796  0.0990
H20 5.548 -0.296 -4.779  0.0993
H21 6.750 0.013 -2.736  0.0981
H22 5.473 1.156 -6.532  0.1125
H23 3.477 1.883 -5.425  0.0969
H24 3.272 3.700 -3.850  0.0934
H25 4.240 3.239 -6.241  0.1212
H26 7.311 4.264 -3.010  0.1121
H27 5.103 4.389 -2.482  0.1056
P1 2.004 -0.294 -1.307  0.7523
P2 -0.395 1.725 -1.522  0.7382
C19 2.010 0.928 -2.713  -0.3625
C20 0.615 1.493 -3.056  -0.3733
H28 2.467 0.423 -3.579  0.0875
H29 2.696 1.745 -2.429  0.0707
H30 0.690 2.470 -3.559  0.0877
H31 0.056 0.822 -3.722  0.0665
C21 -2.091 2.027 -2.025  -0.2353
H32 -2.669 2.380 -1.159  0.0456
H33 -2.548 1.099 -2.393  0.0502
H34 -2.122 2.791 -2.816  0.0627
C22 0.249 3.311 -0.915  -0.2320
H35 0.364 3.994 -1.774  0.0571
H36 1.230 3.202 -0.428  0.0472
H37 -0.450 3.770 -0.203  0.0414
C23 2.401 -1.954 -1.904  -0.2327
H38 2.411 -2.625 -1.034  0.0506
H39 3.387 -1.970 -2.383  0.0604
H40 1.643 -2.331 -2.599  0.0294
C24 3.478 0.159 -0.351  -0.2384
H41 3.339 1.103 0.195  0.0440
H42 4.337 0.273 -1.036  0.0483
H43 3.717 -0.635 0.372  0.0427
C25 -2.436 -3.008 -3.972  -0.0759
C26 -2.992 -2.927 -2.691  -0.0712
C27 -2.350 -2.175 -1.716  -0.1522
C28 -1.158 -1.503 -1.992  -0.2433
C29 -0.611 -1.601 -3.279  -0.1847
C30 -1.249 -2.339 -4.275  -0.0761
H44 -2.929 -3.601 -4.743  0.1085
H45 -3.917 -3.450 -2.441  0.1119
H46 -2.808 -2.122 -0.738  0.0439
H47 0.322 -1.106 -3.525  0.0486
H48 -0.799 -2.388 -5.269  0.1103

***

# 7
A structure of composition C35H38F6KN9O5S2Se, computed with ωB97M-V/def2-TZVPD.

Calculated values
DFT total energy = -180208.61306 eV
Energy relative to the best compared isomer or geometry (same formula, charge and spin) = 46.0 kcal per mole
Net charge = -2
LUMO = 3.64 eV
2S+1 = 1

Last column: Löwdin charge in e.
CARTESIAN COORDINATES (ANGSTROEM)
K1 0.738 0.160 0.716  0.7042
O1 -1.268 4.580 1.545  -0.0801
C1 -0.690 3.466 1.484  -0.5602
N1 -0.922 2.477 0.661  0.0245
C2 -1.911 2.754 -0.330  -0.2220
C3 -2.699 1.574 -0.808  -0.2604
C4 -3.539 1.736 -1.922  -0.0465
C5 -4.271 0.664 -2.383  -0.1055
C6 -4.163 -0.548 -1.715  -0.0863
C7 -3.330 -0.604 -0.608  -0.1338
N2 -2.620 0.419 -0.171  0.1476
C8 0.428 3.208 2.457  -0.2015
C9 0.816 4.264 3.287  -0.0230
C10 1.870 4.090 4.157  -0.0827
C11 2.499 2.853 4.188  -0.0621
C12 2.014 1.853 3.358  -0.1742
N3 1.013 2.018 2.515  0.0441
H1 -1.432 3.203 -1.217  0.0925
H2 -2.628 3.517 0.041  0.1205
H3 -3.617 2.704 -2.402  0.0997
H4 -4.925 0.762 -3.242  0.0900
H5 -4.721 -1.416 -2.040  0.0881
H6 -3.241 -1.512 -0.027  0.1024
H7 0.273 5.194 3.195  0.1037
H8 2.213 4.891 4.800  0.0934
H9 3.339 2.659 4.837  0.0957
H10 2.453 0.865 3.389  0.0880
C13 2.096 -2.208 -1.855  -0.0974
N4 1.124 -2.460 -0.831  -0.2129
C14 -0.214 -2.517 -1.361  -0.0778
C15 1.458 -3.356 0.199  -0.1963
C16 2.595 -4.144 0.143  -0.0582
C17 2.985 -4.959 1.203  -0.1454
C18 2.184 -5.036 2.325  -0.1436
C19 1.012 -4.311 2.381  -0.0503
C20 0.628 -3.417 1.360  -0.2626
N5 -0.400 -2.565 1.531  0.0296
C21 -1.581 -2.902 2.060  -0.2788
C22 -2.169 -4.174 1.878  -0.0553
C23 -3.494 -4.416 2.177  -0.1582
C24 -4.286 -3.415 2.707  -0.1627
C25 -3.713 -2.172 2.981  -0.0695
C26 -2.389 -1.899 2.692  -0.2073
N6 -1.788 -0.654 2.935  -0.1913
C27 -0.646 -0.664 3.817  -0.0772
C28 -2.630 0.489 3.163  -0.1002
H11 2.146 -3.014 -2.616  0.0887
H12 3.077 -2.076 -1.413  0.0635
H13 1.836 -1.277 -2.361  0.0639
H14 -0.344 -3.367 -2.059  0.0874
H15 -0.427 -1.587 -1.891  0.0720
H16 -0.914 -2.609 -0.537  0.0634
H17 3.222 -4.138 -0.737  0.0911
H18 3.910 -5.520 1.135  0.0766
H19 2.479 -5.655 3.169  0.0831
H20 0.380 -4.362 3.262  0.1052
H21 -1.563 -4.949 1.423  0.0986
H22 -3.921 -5.395 1.979  0.0797
H23 -5.333 -3.591 2.928  0.0706
H24 -4.338 -1.410 3.432  0.0896
H25 -0.946 -0.817 4.873  0.0871
H26 -0.132 0.289 3.731  0.0559
H27 0.035 -1.457 3.525  0.0760
H28 -2.995 0.549 4.205  0.0802
H29 -3.476 0.464 2.482  0.0733
H30 -2.049 1.382 2.934  0.0727
F1 5.132 -0.829 -0.992  0.1163
C29 5.463 -0.467 0.250  -0.6324
F2 6.099 -1.526 0.782  0.1092
F3 6.386 0.501 0.160  0.1113
S1 3.992 0.085 1.333  0.5583
O2 2.891 -0.689 0.866  -0.3881
O3 4.496 -0.165 2.646  -0.2684
N7 3.907 1.615 1.012  -0.2652
S2 3.280 1.956 -0.393  0.5556
O4 4.199 1.771 -1.475  -0.2691
O5 1.942 1.520 -0.597  -0.5453
C30 3.206 3.828 -0.206  -0.6373
F4 4.414 4.369 -0.440  0.1113
F5 2.375 4.382 -1.090  0.1287
F6 2.847 4.240 1.003  0.1471
C31 -0.967 4.091 -4.675  -0.0564
N8 -0.994 2.769 -5.228  -0.1427
C32 -1.649 2.355 -6.359  -0.0733
C33 -1.487 1.016 -6.457  -0.0730
N9 -0.730 0.609 -5.388  -0.1387
C34 -0.385 -0.743 -5.066  -0.0471
C35 -0.414 1.693 -4.613  -0.6978
Se1 0.624 1.726 -3.111  0.8032
H31 -1.213 4.820 -5.446  0.0851
H32 0.029 4.281 -4.273  0.0640
H33 -1.677 4.173 -3.848  0.0891
H34 -2.162 3.040 -7.002  0.1066
H35 -1.831 0.321 -7.196  0.1093
H36 -0.016 -1.261 -5.952  0.0902
H37 -1.249 -1.277 -4.663  0.0992
H38 0.396 -0.714 -4.306  0.0312

***

# 8
An isolated molecule of C10H25O2P, computed with ωB97M-V/def2-TZVPD.

Calculated values
SMILES = CCO[PH3]CCCCCCCOC
DFT total energy = -24156.51373 eV
Net charge = 0
LUMO = 0.83 eV
2S+1 = 1

Last column: Löwdin charge in e.
CARTESIAN COORDINATES (ANGSTROEM)
C1 -4.323 -3.751 -0.316  -0.0871
C2 -3.107 -2.797 -0.226  -0.4126
O1 -3.017 -2.135 1.023  -0.4572
P1 -1.364 -1.773 1.406  0.8007
C3 0.461 -1.451 1.778  -0.4254
C4 0.750 0.025 2.272  -0.2723
C5 2.271 0.323 2.054  -0.2136
C6 2.580 1.536 1.122  -0.1969
C7 1.665 1.639 -0.138  -0.2163
C8 2.475 1.688 -1.483  -0.1537
C9 1.420 1.813 -2.642  -0.2359
O2 1.099 3.172 -2.924  -0.1870
C10 -0.231 3.493 -2.565  -0.1264
H1 -4.058 -4.748 0.078  0.0703
H2 -4.601 -3.909 -1.375  0.0715
H3 -5.194 -3.333 0.214  0.0746
H4 -3.227 -2.003 -0.996  0.1045
H5 -2.193 -3.363 -0.502  0.0843
H6 -1.086 -3.187 1.367  0.0431
H7 -1.749 -1.186 2.641  0.0420
H8 -1.310 -0.932 0.245  0.0461
H9 1.031 -1.552 0.829  0.0680
H10 0.872 -2.129 2.551  0.0782
H11 0.070 0.698 1.717  0.0825
H12 0.487 0.134 3.343  0.0994
H13 2.779 -0.560 1.622  0.0996
H14 2.740 0.482 3.043  0.1034
H15 3.620 1.399 0.759  0.1025
H16 2.560 2.486 1.685  0.1068
H17 0.979 0.774 -0.240  0.0907
H18 1.007 2.526 -0.048  0.1069
H19 3.207 2.508 -1.499  0.1156
H20 2.934 0.686 -1.591  0.1134
H21 1.741 1.246 -3.533  0.1166
H22 0.499 1.315 -2.268  0.1045
H23 -0.266 4.591 -2.437  0.0919
H24 -0.970 3.244 -3.352  0.0896
H25 -0.551 3.031 -1.613  0.0780

***

# 9
A cluster of 2 separate species, CH5S2 in total, computed with ωB97M-V/def2-TZVPD.

Calculated values
DFT total energy = -22789.13866 eV
Energy relative to the best compared isomer or geometry (same formula, charge and spin) = 10.8 kcal per mole
Net charge = -1
LUMO = 3.84 eV
2S+1 = 1

Last column: Löwdin charge in e.
CARTESIAN COORDINATES (ANGSTROEM)
S1 -2.436 0.662 -0.133  0.1946
H1 -1.869 1.015 1.024  -0.3028
C1 1.161 -0.183 -0.081  -0.6601
S2 0.149 -1.675 -0.605  0.1166
H2 2.013 -0.414 0.486  -0.0525
H3 1.640 0.361 -0.892  -0.0149
H4 0.667 0.619 0.582  0.0141
H5 -1.325 -0.385 -0.382  -0.2949

***

What is the 2S+1 in the eighth record?
1